Density functional theory data (the ωB97M-V functional and the def2-TZVPD basis) for a structure of composition C4H14O8Sr2 at a distorted geometry.

The value obtained for the HOMO-LUMO gap (spin up / spin down) is 4.804 / 8.215 eV. Its multiplicity is 2. The total energy is -22423.4006 eV. The charge is +1. The calculation puts the HOMO energy (spin up / spin down) at -9.14 / -12.78 eV.

Last column: Löwdin spin population.
Geometry (Å):
1 Sr 0.413 -4.420 -1.586  0.625
2 Sr -1.461 -2.451 1.947  0.203
3 C 0.626 0.184 -1.031  0.005
4 C 0.745 -1.407 -1.024  0.012
5 O 1.277 -2.098 -1.976  0.047
6 O 0.232 -2.019 -0.051  0.085
7 H 1.519 0.541 -0.518  0.000
8 H -0.262 0.499 -0.482  0.000
9 H 0.623 0.496 -2.075  0.000
10 C -3.667 1.284 1.796  0.001
11 C -2.749 0.111 1.553  0.001
12 O -3.166 -0.779 0.772  0.006
13 O -1.613 0.216 2.041  0.002
14 H -4.622 1.179 1.281  0.000
15 H -3.180 2.180 1.413  0.000
16 H -3.888 1.391 2.858  0.000
17 O 3.079 -0.614 -3.269  0.001
18 H 3.624 -0.601 -2.482  0.000
19 H 2.376 -1.230 -3.064  0.001
20 O 0.007 2.580 1.803  0.000
21 H 0.717 2.280 1.236  0.000
22 H -0.592 1.834 1.852  0.000
23 O 0.901 -1.810 2.795  0.008
24 H 1.394 -0.992 2.859  0.001
25 H 1.386 -2.426 3.345  0.001
26 O 2.029 2.259 -3.637  0.000
27 H 1.960 1.305 -3.606  0.000
28 H 2.291 2.510 -2.751  0.000

***

Density functional theory data (the ωB97M-V functional and the def2-TZVPD basis) for an isolated molecule of C6H17BrN3P at a distorted geometry.

The value obtained for the HOMO-LUMO gap (spin up / spin down) is 6.087 / 7.799 eV. The total energy is -90293.4319 eV. The calculation puts the HOMO energy (spin up / spin down) at -6.34 / -7.73 eV. The calculation puts the energy above the lowest of the compared OMol25 structures with the same formula, charge and spin at 110.3 kcal/mol.

Last column: Mulliken charge in e.
Geometry (Å):
1 C -1.339 -1.116 -1.983  -1.035
2 C 0.885 -1.913 -1.862  -0.904
3 C -2.043 1.095 1.071  -1.128
4 C -1.191 -0.871 2.216  -1.009
5 C 2.446 0.071 1.586  -1.003
6 C 2.196 2.596 -1.098  -0.765
7 N -0.199 -1.286 -1.099  0.115
8 N -1.249 0.001 0.962  0.219
9 N 1.549 -0.524 0.621  -0.386
10 P 0.176 -0.035 0.011  0.308
11 Br 0.417 2.503 -0.984  0.044
12 H -1.555 -2.071 -2.240  0.475
13 H -2.198 -0.738 -1.324  0.285
14 H -1.125 -0.495 -2.916  0.242
15 H 0.834 -1.784 -2.971  0.282
16 H 1.875 -1.519 -1.339  0.318
17 H 0.600 -2.979 -1.621  0.292
18 H -2.995 0.781 1.418  0.383
19 H -1.637 1.760 1.777  0.379
20 H -2.275 1.595 0.028  0.279
21 H -0.718 -0.326 2.983  0.335
22 H -2.225 -1.041 2.423  0.377
23 H -0.603 -1.776 1.965  0.298
24 H 2.064 0.743 2.355  0.296
25 H 2.894 -0.694 1.989  0.439
26 H 3.198 0.750 1.176  0.293
27 H 2.597 3.456 -0.617  0.336
28 H 2.675 2.260 -2.063  0.235

***

Density functional theory data (the ωB97M-V functional and the def2-TZVPD basis) for a cluster of 7 separate species, C17H48N4O7 in total at a distorted geometry.

The value obtained for the HOMO-LUMO gap is 9.982 eV. The total energy is -38701.1642 eV. The calculation puts the HOMO energy at -9.70 eV. The calculation puts the energy above the lowest of the compared OMol25 structures with the same formula, charge and spin at 13.2 kcal/mol.

Last column: Mulliken charge in e.
Geometry (Å):
1 C -0.054 -3.999 2.356  0.592
2 O -0.627 -4.288 1.331  -0.610
3 N 0.064 -4.867 3.425  -0.407
4 N 0.506 -2.766 2.589  -0.121
5 H 0.653 -4.679 4.213  0.136
6 H -0.372 -5.766 3.349  0.239
7 H 0.547 -2.046 1.882  0.151
8 H 0.873 -2.551 3.499  0.162
9 C 4.096 -2.343 2.885  0.660
10 O 4.829 -1.541 2.315  -0.636
11 N 3.846 -3.581 2.371  -0.370
12 N 3.572 -2.095 4.136  -0.390
13 H 4.361 -3.836 1.551  0.204
14 H 3.170 -4.173 2.814  0.129
15 H 3.739 -1.197 4.552  0.214
16 H 3.410 -2.855 4.772  0.201
17 C -4.006 -1.806 -3.502  -1.585
18 C -2.670 -1.723 -2.777  0.517
19 C -2.511 -0.376 -2.047  -0.797
20 O -2.564 -2.795 -1.845  -0.524
21 H -4.044 -2.714 -4.115  0.406
22 H -4.078 -1.012 -4.255  0.397
23 H -4.889 -1.752 -2.865  0.407
24 H -1.899 -1.796 -3.546  0.220
25 H -2.116 -0.571 -1.051  -0.156
26 H -3.507 0.055 -1.879  0.400
27 H -1.987 0.396 -2.610  0.398
28 H -3.456 -3.063 -1.610  0.294
29 C 1.117 4.529 -0.674  -0.942
30 C 0.384 4.928 -1.936  0.733
31 C 0.722 6.364 -2.322  -1.438
32 O 0.737 4.104 -3.049  -0.563
33 H 0.593 4.858 0.229  0.440
34 H 2.134 4.911 -0.553  0.360
35 H 1.189 3.444 -0.545  -0.184
36 H -0.695 4.830 -1.791  0.160
37 H 0.459 7.067 -1.528  0.375
38 H 0.097 6.676 -3.162  0.351
39 H 1.773 6.411 -2.596  0.337
40 H 1.263 3.345 -2.786  0.280
41 C 1.655 0.866 -2.635  -0.602
42 C 2.999 0.545 -3.203  0.595
43 C 4.016 0.237 -2.114  -1.423
44 O 2.859 -0.581 -4.060  -0.557
45 H 0.961 1.248 -3.383  0.629
46 H 1.800 1.633 -1.869  -0.281
47 H 1.215 -0.016 -2.168  0.228
48 H 3.353 1.401 -3.793  0.156
49 H 3.681 -0.637 -1.555  0.347
50 H 4.138 1.075 -1.422  0.292
51 H 5.000 0.085 -2.559  0.458
52 H 3.724 -0.879 -4.353  0.326
53 C 1.810 1.042 1.661  -1.344
54 C 0.461 0.391 1.348  1.181
55 C -0.527 1.426 0.841  -0.653
56 O 0.704 -0.687 0.436  -0.530
57 H 2.258 1.618 0.838  0.129
58 H 2.598 0.378 2.029  0.110
59 H 1.760 1.798 2.462  0.513
60 H 0.189 -0.021 2.321  0.341
61 H -0.828 1.296 -0.201  0.173
62 H -0.205 2.455 0.974  0.239
63 H -1.471 1.296 1.376  -0.330
64 H 1.339 -0.359 -0.207  -0.041
65 C -3.291 -1.622 2.309  -1.294
66 C -4.481 -0.709 2.045  0.833
67 C -4.105 0.759 2.176  -1.308
68 O -4.970 -0.843 0.719  -0.555
69 H -3.616 -2.568 2.766  0.445
70 H -2.593 -1.186 3.022  0.279
71 H -2.779 -1.969 1.409  0.268
72 H -5.302 -0.888 2.750  0.167
73 H -3.641 1.018 1.214  0.118
74 H -3.420 0.984 2.989  0.387
75 H -4.954 1.446 2.180  0.372
76 H -4.996 -1.759 0.433  0.294

***

Density functional theory data (the ωB97M-V functional and the def2-TZVPD basis) for a structure of composition C13H33F3LiN4O9S at a distorted geometry.

The value obtained for the HOMO-LUMO gap is 6.759 eV. The total energy is -57594.9721 eV. The charge is -1. The calculation puts the HOMO energy at -4.88 eV. The calculation puts the energy above the lowest of the compared OMol25 structures with the same formula, charge and spin at 42.4 kcal/mol.

Last column: Mulliken charge in e.
Geometry (Å):
1 Li 0.729 -0.011 -0.235  1.107
2 N 0.454 3.131 0.603  0.752
3 O 0.978 3.755 -0.287  -0.713
4 O 0.585 1.947 0.601  -0.450
5 O -0.137 3.620 1.552  -0.628
6 C 0.974 -2.481 3.598  0.506
7 F 1.442 -1.374 4.261  -0.232
8 F 1.917 -3.081 2.887  -0.222
9 F 0.593 -3.365 4.539  -0.234
10 S -0.536 -1.928 2.368  0.947
11 O -1.088 -3.171 1.824  -0.673
12 O -1.529 -1.234 3.209  -0.753
13 O 0.133 -1.010 1.359  -0.448
14 C -2.862 0.438 0.543  -1.432
15 C -3.302 1.364 1.791  0.600
16 C -4.670 0.914 2.442  -0.991
17 O -4.886 1.637 3.636  -0.302
18 C -6.216 1.510 4.027  -0.826
19 N -2.149 1.378 2.682  -0.687
20 H -2.064 0.778 -0.118  0.066
21 H -3.699 0.269 -0.134  0.566
22 H -2.743 -0.615 0.797  0.390
23 H -3.461 2.347 1.348  0.324
24 H -4.604 -0.142 2.701  0.354
25 H -5.526 0.990 1.771  0.425
26 H -6.589 0.489 4.111  0.322
27 H -6.904 2.015 3.349  0.317
28 H -6.427 1.916 5.016  0.281
29 H -1.962 0.463 3.067  0.499
30 H -1.415 1.402 1.989  0.107
31 C -0.636 1.781 -2.956  -1.153
32 C -0.942 0.295 -2.917  0.561
33 C -1.099 -0.299 -4.283  -1.081
34 O -1.633 -1.570 -4.190  -0.282
35 C -1.579 -2.353 -5.406  -0.809
36 N 0.221 -0.234 -2.197  -0.471
37 H 0.324 1.875 -3.465  0.406
38 H -0.578 2.321 -2.011  0.147
39 H -1.299 2.437 -3.520  0.374
40 H -1.821 0.118 -2.297  0.143
41 H -0.119 -0.347 -4.757  0.328
42 H -1.684 0.362 -4.923  0.453
43 H -0.524 -2.525 -5.621  0.337
44 H -2.106 -1.892 -6.241  0.296
45 H -1.928 -3.379 -5.286  0.268
46 H 0.197 -1.230 -2.365  0.206
47 H 1.030 0.109 -2.696  0.257
48 C 3.221 -2.165 -0.619  -1.513
49 C 3.735 -1.059 0.290  0.464
50 C 5.195 -0.625 -0.078  -0.912
51 O 5.684 0.358 0.951  -0.297
52 C 6.795 1.163 0.457  -0.738
53 N 2.847 0.071 0.054  -0.343
54 H 3.286 -1.903 -1.675  0.313
55 H 2.185 -2.460 -0.454  0.286
56 H 3.765 -3.101 -0.491  0.439
57 H 3.706 -1.357 1.338  0.323
58 H 5.271 -0.280 -1.110  0.396
59 H 5.838 -1.490 0.086  0.436
60 H 7.666 0.549 0.227  0.300
61 H 7.075 1.706 1.360  0.253
62 H 6.548 1.828 -0.370  0.292
63 H 3.064 0.866 0.638  0.188
64 H 3.260 0.482 -0.770  0.159